Entry 1
Entry from OMol25: 11 unconnected molecules or ions with the total composition C44H121N11O11 (ωB97M-V with the def2-TZVPD basis set).

Structure (XYZ):
```
187
Properties=species:S:1:pos:R:3
C 9.391 6.076 5.139
O 9.065 5.473 6.297
C 8.047 4.492 6.370
C 7.613 4.115 7.819
C 8.654 3.348 8.564
N 6.491 3.218 7.585
H 8.933 5.634 4.254
H 10.425 6.385 4.986
H 8.900 7.049 5.163
H 7.269 4.712 5.639
H 8.367 3.663 5.739
H 7.521 5.056 8.361
H 8.973 2.537 7.910
H 8.519 3.208 9.637
H 9.560 3.951 8.632
H 6.959 2.403 7.216
H 5.949 3.501 6.781
C -5.183 5.622 7.769
O -4.252 5.649 8.824
C -3.113 6.328 8.532
C -1.869 5.877 9.224
C -1.916 6.084 10.702
N -0.664 6.535 8.695
H -5.902 4.934 8.213
H -4.892 5.400 6.742
H -5.525 6.647 7.624
H -2.821 6.293 7.483
H -3.195 7.392 8.756
H -1.817 4.805 9.031
H -1.027 5.531 11.005
H -2.700 5.532 11.222
H -1.839 7.062 11.177
H 0.141 5.931 8.777
H -0.423 7.189 9.425
C 0.758 -7.042 11.645
O 1.529 -5.793 11.649
C 0.790 -4.647 12.020
C 1.695 -3.390 11.992
C 2.898 -3.600 12.915
N 0.897 -2.298 12.425
H 1.424 -7.902 11.572
H 0.168 -6.918 10.737
H 0.001 -7.229 12.406
H -0.105 -4.623 11.397
H 0.453 -4.757 13.051
H 2.059 -3.227 10.977
H 2.575 -3.873 13.920
H 3.622 -2.792 12.806
H 3.534 -4.406 12.548
H 1.543 -1.522 12.454
H 0.049 -2.112 11.908
C 5.841 4.312 -3.921
O 6.196 3.136 -3.172
C 5.175 2.087 -3.235
C 5.591 0.954 -4.237
C 4.533 -0.104 -4.369
N 6.836 0.276 -4.003
H 5.708 4.145 -4.990
H 6.627 5.066 -3.955
H 4.929 4.778 -3.548
H 5.076 1.692 -2.224
H 4.175 2.474 -3.434
H 5.650 1.365 -5.245
H 3.507 0.245 -4.482
H 4.574 -0.671 -3.438
H 4.768 -0.799 -5.175
H 7.619 0.903 -3.878
H 7.184 -0.167 -4.842
C -4.951 3.841 -11.057
O -5.173 2.643 -11.714
C -6.195 2.585 -12.656
C -6.219 1.269 -13.586
C -4.982 1.142 -14.415
N -7.391 1.096 -14.461
H -4.150 3.687 -10.334
H -5.843 4.282 -10.612
H -4.532 4.417 -11.882
H -7.073 2.550 -12.010
H -6.160 3.518 -13.218
H -6.209 0.374 -12.964
H -4.076 1.491 -13.920
H -5.142 1.831 -15.243
H -4.850 0.226 -14.991
H -7.789 1.978 -14.750
H -7.014 0.722 -15.320
C 9.370 -2.185 3.265
O 10.667 -2.434 3.898
C 11.322 -3.618 3.544
C 12.441 -3.988 4.639
C 13.689 -3.133 4.718
N 12.763 -5.430 4.778
H 8.778 -1.365 3.673
H 8.741 -3.057 3.443
H 9.450 -1.929 2.208
H 10.584 -4.412 3.426
H 11.767 -3.501 2.556
H 12.064 -3.695 5.619
H 14.432 -3.250 3.929
H 14.163 -3.254 5.691
H 13.383 -2.086 4.701
H 13.107 -5.590 5.714
H 11.864 -5.889 4.793
C -15.090 0.095 -7.429
O -13.692 0.146 -7.650
C -13.045 0.075 -6.338
C -11.522 -0.150 -6.610
C -11.264 -1.314 -7.492
N -10.686 -0.490 -5.399
H -15.445 -0.791 -6.902
H -15.618 -0.055 -8.372
H -15.549 1.015 -7.068
H -13.193 1.031 -5.835
H -13.417 -0.744 -5.722
H -11.273 0.751 -7.170
H -11.758 -2.239 -7.196
H -10.204 -1.533 -7.618
H -11.570 -1.022 -8.497
H -10.682 0.343 -4.828
H -9.794 -0.575 -5.864
C -1.509 -9.077 -9.789
O -2.083 -8.300 -8.768
C -2.980 -7.323 -9.244
C -3.668 -6.480 -8.097
C -2.741 -5.619 -7.172
N -4.341 -7.384 -7.197
H -0.868 -9.822 -9.318
H -0.646 -8.668 -10.314
H -2.157 -9.723 -10.382
H -2.399 -6.633 -9.857
H -3.704 -7.768 -9.927
H -4.406 -5.760 -8.448
H -1.956 -6.164 -6.649
H -3.303 -5.027 -6.449
H -2.099 -5.119 -7.897
H -4.513 -6.792 -6.397
H -3.616 -7.943 -6.769
C -1.170 1.726 -0.835
O -0.257 1.734 0.271
C -0.745 1.097 1.454
C 0.374 0.888 2.521
C -0.058 0.203 3.862
N 0.828 2.165 2.929
H -0.512 1.924 -1.681
H -1.899 2.534 -0.772
H -1.651 0.807 -1.168
H -1.545 1.665 1.929
H -1.108 0.129 1.108
H 1.254 0.352 2.165
H -0.855 0.651 4.455
H 0.755 -0.076 4.533
H -0.377 -0.787 3.535
H 0.182 2.748 3.443
H 1.082 2.757 2.151
C -3.247 9.403 1.711
O -4.128 9.488 0.528
C -5.097 8.442 0.693
C -6.254 8.437 -0.325
C -7.399 7.620 0.216
N -5.988 7.917 -1.677
H -2.782 8.417 1.735
H -3.934 9.747 2.484
H -2.445 10.139 1.650
H -4.599 7.503 0.448
H -5.376 8.187 1.715
H -6.706 9.424 -0.421
H -7.073 6.610 0.467
H -8.314 7.423 -0.343
H -7.875 8.086 1.078
H -6.758 7.981 -2.327
H -5.279 8.560 -2.000
C 2.403 -7.700 0.742
O 2.555 -8.719 -0.314
C 3.034 -8.206 -1.516
C 3.014 -9.296 -2.664
C 3.753 -8.878 -3.887
N 1.553 -9.641 -3.034
H 1.848 -8.138 1.572
H 1.758 -6.851 0.519
H 3.404 -7.462 1.103
H 2.530 -7.307 -1.873
H 4.043 -7.844 -1.317
H 3.477 -10.248 -2.404
H 4.562 -8.208 -3.595
H 3.150 -8.269 -4.562
H 4.038 -9.681 -4.566
H 1.259 -9.122 -3.849
H 1.011 -9.303 -2.252
```

Multiplicity: 1
Gap between HOMO and LUMO, Eh: 0.3482
LUMO level, eV: 0.431

***

Entry 2
Entry from OMol25: 11 unconnected molecules or ions with the total composition C44H121N11O11 (ωB97M-V with the def2-TZVPD basis set).

Structure (XYZ):
```
187
Properties=species:S:1:pos:R:3
C 24.119 26.021 1.330
O 25.439 25.519 1.177
C 25.539 24.170 1.601
C 27.019 23.824 1.652
C 27.643 23.744 0.263
N 27.254 22.510 2.283
H 23.472 25.396 0.696
H 24.073 27.066 1.042
H 23.783 25.895 2.368
H 25.105 23.985 2.591
H 25.024 23.574 0.838
H 27.539 24.603 2.211
H 27.575 24.681 -0.301
H 27.166 22.933 -0.295
H 28.714 23.542 0.319
H 26.783 21.776 1.743
H 26.703 22.490 3.154
C 22.669 24.755 -2.473
O 22.917 26.021 -2.967
C 24.086 26.651 -2.473
C 23.930 28.148 -2.646
C 25.166 28.884 -2.105
N 22.787 28.662 -1.905
H 21.893 24.293 -3.085
H 22.255 24.719 -1.445
H 23.550 24.100 -2.405
H 24.219 26.446 -1.400
H 24.952 26.241 -3.010
H 23.952 28.384 -3.714
H 26.092 28.388 -2.443
H 25.251 28.785 -1.019
H 25.262 29.907 -2.455
H 22.877 28.629 -0.891
H 21.982 28.056 -2.101
C 21.352 25.789 3.341
O 21.728 24.917 4.381
C 22.774 24.003 4.000
C 23.882 24.048 5.030
C 24.610 25.382 5.152
N 24.928 23.005 4.705
H 20.427 26.289 3.630
H 21.126 25.286 2.384
H 22.118 26.531 3.070
H 22.288 23.022 4.021
H 23.173 24.194 2.998
H 23.478 23.730 5.998
H 23.924 26.235 5.094
H 25.335 25.496 4.344
H 25.181 25.445 6.078
H 24.479 22.219 4.203
H 25.250 22.612 5.581
C 23.701 21.852 -0.412
O 24.449 21.124 0.518
C 23.754 21.129 1.740
C 24.399 20.229 2.761
C 24.481 18.785 2.259
N 23.633 20.326 4.014
H 23.390 22.828 -0.009
H 22.786 21.326 -0.704
H 24.307 22.076 -1.287
H 23.696 22.164 2.107
H 22.703 20.811 1.610
H 25.418 20.570 2.976
H 23.527 18.444 1.842
H 24.810 18.101 3.040
H 25.183 18.704 1.421
H 22.770 19.788 3.947
H 24.106 19.899 4.803
C 19.990 32.558 2.683
O 21.073 31.744 3.008
C 21.718 31.244 1.866
C 22.944 30.429 2.197
C 24.102 31.199 2.849
N 23.514 29.897 0.938
H 19.413 32.804 3.576
H 19.284 32.136 1.959
H 20.336 33.528 2.295
H 21.028 30.604 1.301
H 22.093 32.047 1.209
H 22.725 29.537 2.787
H 24.527 31.941 2.165
H 24.913 30.558 3.179
H 23.762 31.828 3.683
H 23.882 30.642 0.355
H 24.304 29.357 1.286
C 30.396 26.385 1.339
O 29.626 27.549 1.402
C 28.348 27.299 1.936
C 27.382 28.451 1.706
C 27.972 29.758 2.196
N 26.111 28.247 2.426
H 30.690 26.068 2.344
H 31.305 26.597 0.783
H 29.838 25.595 0.831
H 27.851 26.427 1.490
H 28.489 27.096 3.013
H 27.202 28.651 0.644
H 27.312 30.616 2.036
H 28.929 30.013 1.733
H 28.166 29.757 3.279
H 26.328 28.145 3.418
H 25.766 27.324 2.154
C 27.594 18.979 3.851
O 28.889 18.663 4.240
C 28.969 17.327 4.706
C 30.416 17.024 5.019
C 31.209 16.863 3.740
N 30.449 15.681 5.683
H 26.864 18.954 4.677
H 27.251 18.271 3.084
H 27.525 19.985 3.440
H 28.296 17.222 5.564
H 28.639 16.694 3.873
H 30.802 17.771 5.715
H 32.236 16.535 3.923
H 31.283 17.758 3.118
H 30.752 16.070 3.146
H 29.753 15.689 6.434
H 31.320 15.660 6.215
C 31.523 23.245 -1.582
O 31.430 22.545 -0.361
C 30.638 21.393 -0.412
C 30.787 20.672 0.916
C 29.809 19.494 0.953
N 30.480 21.483 2.107
H 30.520 23.591 -1.871
H 31.907 22.647 -2.413
H 32.151 24.120 -1.422
H 29.585 21.612 -0.625
H 30.903 20.640 -1.167
H 31.762 20.192 1.040
H 28.772 19.852 1.002
H 29.962 18.869 1.829
H 29.876 18.919 0.023
H 30.974 22.368 1.955
H 29.488 21.739 2.050
C 30.928 20.243 -4.157
O 29.983 21.184 -3.737
C 29.042 21.507 -4.727
C 28.094 22.553 -4.188
C 27.024 22.004 -3.232
N 27.442 23.204 -5.315
H 31.581 19.913 -3.351
H 31.538 20.668 -4.970
H 30.487 19.325 -4.577
H 29.564 21.838 -5.635
H 28.452 20.650 -5.094
H 28.613 23.287 -3.567
H 27.443 21.586 -2.310
H 26.485 21.168 -3.694
H 26.342 22.805 -2.952
H 27.449 24.212 -5.285
H 26.560 22.835 -5.619
C 25.969 26.924 -6.178
O 26.766 26.605 -5.052
C 27.984 27.331 -5.056
C 28.997 26.614 -4.202
C 28.503 26.281 -2.806
N 30.284 27.328 -4.143
H 25.517 27.909 -6.017
H 25.239 26.124 -6.258
H 26.515 26.991 -7.125
H 28.419 27.518 -6.047
H 27.690 28.324 -4.686
H 29.203 25.651 -4.704
H 29.193 25.675 -2.217
H 27.550 25.742 -2.850
H 28.278 27.184 -2.228
H 30.549 27.609 -5.086
H 31.015 26.704 -3.823
C 17.064 29.170 1.091
O 17.691 28.047 0.568
C 18.531 28.351 -0.505
C 19.272 27.070 -0.859
C 20.319 26.754 0.192
N 19.921 27.144 -2.172
H 16.273 29.578 0.448
H 17.789 29.973 1.269
H 16.596 28.960 2.052
H 17.948 28.650 -1.389
H 19.186 29.201 -0.276
H 18.436 26.354 -0.858
H 20.985 27.613 0.309
H 20.965 25.899 -0.040
H 19.836 26.486 1.136
H 20.513 26.333 -2.297
H 19.216 27.142 -2.903
```

Multiplicity: 1
Gap between HOMO and LUMO, Eh: 0.3326
LUMO level, eV: 0.506

***

Which structure is the least stable? The one labeled entry 1.